1.
ORCA calculation (ωB97M-V with the def2-TZVPD basis set) on an isolated ion of composition C4H13N2S2 and charge +1.

```
21
Properties=species:S:1:pos:R:3:forces:R:3:nbo_charge:R:1
N -1.2775 -1.5209 0.4547 -1.831 -0.042 -1.591 -0.891
C -1.6945 -0.2214 1.1475 2.284 -0.485 -0.521 -0.258
C -2.2375 0.6780 0.0432 -1.224 2.066 -1.242 -0.533
S -1.1411 2.2470 -0.4734 -1.403 -0.627 2.209 0.077
S 0.0221 1.8345 -1.9930 0.367 -0.963 -0.460 0.166
C 1.5361 0.9645 -1.3984 2.343 -0.225 -0.708 -0.606
C 1.8436 0.5544 0.0671 3.027 0.057 0.656 -0.226
N 1.8155 -0.9565 0.2956 -2.832 -2.189 -1.297 -0.747
H -1.6859 -2.3385 0.9104 0.516 0.190 0.682 0.385
H -1.9108 -1.5858 -0.4346 1.874 0.345 1.696 0.379
H -0.6555 0.2475 1.5471 -2.823 -0.929 -0.192 0.174
H -2.4633 -0.4497 1.9185 0.864 0.557 -0.264 0.230
H -2.2155 0.1588 -1.0037 -0.816 0.857 2.029 0.233
H -3.2969 1.1598 0.4249 2.639 -1.189 -1.577 0.270
H 1.6482 0.0359 -2.0192 -0.297 0.758 0.356 0.225
H 2.3946 1.6359 -1.7746 -1.257 -0.982 0.752 0.265
H 2.9831 0.8123 0.4235 -3.072 -0.020 -1.045 0.246
H 1.1081 0.8904 0.7854 0.143 0.719 0.065 0.236
H 2.3730 -1.3662 1.0324 0.500 0.684 0.620 0.437
H 2.1078 -1.5655 -0.5492 -0.954 1.438 1.303 0.444
H 0.7462 -1.2145 0.5957 1.952 -0.021 -1.469 0.493
```
Forces are in eV/Å.

Summary:
Gap between HOMO and LUMO (eV): 8.88
F_max (eV/A): 3.81
Net charge: +1
LUMO energy (eV): -3.3
SMILES: NCCSSCC[NH3+]
DFT total energy (eV): -29001.0733
Energy above the lowest of the compared OMol25 structures with the same formula, charge and spin (kcal/mol): 64.7


2.
ORCA calculation (ωB97M-V with the def2-TZVPD basis set) on an isolated ion of composition C3H9BNO2 and charge +1.

```
16
Properties=species:S:1:pos:R:3:forces:R:3:nbo_charge:R:1
C 1.8512 -0.9058 -0.7680 -2.070 -0.444 1.293 -0.382
C 0.9898 -0.2946 0.0623 -0.456 -1.078 -0.163 0.146
N 1.2798 1.1483 0.2807 -0.082 1.970 0.887 -0.731
C -0.4157 -0.8481 0.8133 2.840 4.214 -2.791 -0.710
B -1.6359 -0.1748 -0.0262 0.828 -0.037 1.758 1.100
O -2.6046 -1.0052 -0.3875 0.486 -0.827 0.012 -0.850
O -1.6071 1.2100 -0.1064 3.321 -2.382 1.757 -0.911
H 2.8079 -0.5625 -1.1045 0.146 0.522 -0.250 0.230
H 1.5226 -1.8825 -1.0848 0.404 -0.366 0.028 0.241
H 1.3549 1.6440 -0.6267 -0.419 -0.339 0.467 0.451
H 2.1712 1.4195 0.7626 -0.756 -0.824 -0.122 0.449
H 0.4925 1.5975 0.8195 0.761 -0.395 -0.762 0.468
H -0.2808 -0.4486 1.8035 -0.342 0.174 0.607 0.239
H -0.2461 -1.8575 0.8425 -0.253 -2.581 -0.063 0.256
H -3.3984 -0.6547 -0.7393 -1.298 0.500 -0.691 0.505
H -2.2814 1.6151 -0.5411 -3.112 1.894 -1.966 0.500
```
Forces are in eV/Å.

Summary:
Gap between HOMO and LUMO (eV): 10.96
F_max (eV/A): 5.80
Net charge: +1
LUMO energy (eV): -3.5
SMILES: C=C([NH3+])CB(O)O
DFT total energy (eV): -9513.4286
Energy above the lowest of the compared OMol25 structures with the same formula, charge and spin (kcal/mol): 3.3


3.
ORCA calculation (ωB97M-V with the def2-TZVPD basis set) on a 16-piece molecular cluster, C40H34Cl60N2O7 overall.

```
143
Properties=species:S:1:pos:R:3:forces:R:3:mulliken_charge:R:1
C -4.5358 7.4110 -0.1251 -0.043 0.032 0.077 -0.811
C -3.5952 7.3369 -1.0588 -0.704 -0.087 -0.073 0.053
C -2.7713 6.1248 -1.3559 -0.033 -0.283 -0.030 0.454
O -1.6283 6.1095 -0.9912 -0.083 0.063 -0.029 -0.562
O -3.2661 5.0866 -2.0844 -0.071 0.366 0.326 -0.118
C -4.2938 4.2943 -1.4618 -0.040 -0.730 -0.122 -0.437
C -3.8400 2.8179 -1.4521 -0.086 0.347 -0.477 -0.549
C -4.7987 1.8757 -2.2043 0.118 -0.671 0.477 -1.064
C -5.5476 0.9015 -1.2579 0.657 0.294 -0.614 -0.883
C -4.6493 -0.3239 -1.0235 -0.260 0.409 0.374 -0.397
C -4.8577 -1.0273 0.3449 0.225 -0.436 -0.841 -1.446
C -3.5455 -1.1691 1.0774 -0.853 0.118 -0.132 1.412
C -3.4103 -0.6021 2.3313 -0.053 0.337 0.264 -0.862
C -2.2263 -0.6623 3.0549 0.371 0.125 0.329 0.441
O -2.1417 -0.0781 4.2845 -0.537 -0.426 -0.359 -0.586
C -1.6784 -0.9183 5.3375 0.364 0.214 0.649 -0.683
C -2.6136 -0.8673 6.5834 0.256 -0.692 -0.153 0.124
C -3.3408 -2.2142 6.7991 -0.326 0.459 -0.083 -0.988
O -3.4919 0.2339 6.5764 0.038 -0.032 0.127 -0.599
C -1.1731 -1.3223 2.4572 0.433 -0.212 0.038 0.941
C -1.3084 -1.9103 1.2081 0.521 -0.062 0.182 0.609
C -2.4772 -1.8503 0.4922 0.306 -0.067 -0.028 -0.729
O -2.5728 -2.3992 -0.7571 -0.847 -0.103 1.295 -0.323
C -2.8731 -3.8063 -0.8321 -0.464 -0.530 0.036 -0.523
C -3.4480 -4.4498 0.4215 -0.002 0.001 -0.174 -1.073
C 0.0120 -2.5535 0.9000 -1.247 -0.530 0.356 0.077
O 0.4453 -2.8811 -0.1646 0.300 -0.244 0.061 -0.596
N 0.6787 -2.6877 2.1664 1.277 1.322 -1.507 0.310
C 2.1308 -2.8552 1.9449 0.367 -0.659 0.616 -0.190
C 2.9388 -2.8786 3.2337 0.171 0.393 0.566 0.469
C 3.8488 -1.6933 3.4858 -0.434 -0.128 -0.456 -0.927
N 2.8241 -3.8552 4.0363 -0.108 0.147 -0.339 -0.811
C 0.2433 -1.5584 2.8938 -1.027 0.043 0.451 -0.251
O 0.8798 -0.8864 3.6594 0.309 -0.272 0.111 -0.519
H -5.0574 6.5551 0.2820 0.489 -0.121 0.410 0.210
H -4.8050 8.3713 0.2982 -0.465 0.071 -0.493 0.272
H -3.3708 8.2304 -1.6316 0.728 0.029 0.321 0.368
H -5.2088 4.3643 -2.0507 0.002 0.337 0.029 0.287
H -4.4857 4.6281 -0.4450 0.005 0.195 -0.017 0.218
H -3.6788 2.4931 -0.4223 -0.046 -0.140 -0.023 0.350
H -2.8682 2.7874 -1.9446 0.044 0.119 0.103 0.308
H -4.1906 1.2410 -2.8539 -0.139 0.108 -0.242 0.418
H -5.5000 2.4073 -2.8482 0.073 0.210 0.078 0.559
H -5.7295 1.4124 -0.3098 -0.320 -0.046 -0.014 0.437
H -6.4821 0.6254 -1.7475 -0.176 -0.123 0.390 0.394
H -4.7759 -1.0143 -1.8570 0.053 -0.093 0.052 0.340
H -3.6122 0.0136 -1.0715 0.013 0.010 -0.019 0.290
H -5.2754 -2.0165 0.1396 -0.001 -0.046 0.181 0.224
H -5.5946 -0.5059 0.9532 0.107 0.114 0.078 0.568
H -4.2484 -0.0740 2.7717 -0.004 -0.041 -0.001 0.468
H -1.5930 -1.9602 5.0218 0.000 0.067 -0.265 0.293
H -0.6806 -0.5895 5.6276 0.014 0.104 -0.118 0.340
H -1.9489 -0.7382 7.4382 -0.114 0.324 0.043 0.423
H -4.3973 -2.0137 6.9910 0.006 -0.078 0.064 0.333
H -3.2815 -2.8772 5.9352 0.044 -0.014 0.011 0.395
H -2.9594 -2.7324 7.6749 0.043 -0.068 -0.076 0.030
H -4.2269 0.0153 5.9957 0.028 0.124 -0.110 0.350
H -1.9838 -4.3551 -1.1482 0.133 0.211 0.010 0.334
H -3.6199 -3.9027 -1.6227 0.131 0.092 -0.108 0.372
H -4.3413 -3.9391 0.7772 0.045 0.109 0.085 0.226
H -3.7654 -5.4547 0.1351 0.110 -0.032 0.052 0.445
H -2.7265 -4.5389 1.2325 -0.010 0.063 0.021 0.269
H 2.2659 -3.8308 1.4788 -0.105 0.020 -0.092 0.554
H 2.5502 -2.1241 1.2453 -0.703 -0.066 0.472 -0.068
H 4.2337 -1.6881 4.5033 0.119 -0.067 -0.033 0.502
H 4.6559 -1.6836 2.7511 0.162 -0.025 0.125 0.118
H 3.2651 -0.7894 3.3253 0.072 0.146 0.061 0.146
H 3.4319 -3.6732 4.8348 -0.057 -0.213 0.104 0.277
C 5.5205 -2.9732 -0.5534 0.081 0.021 0.054 0.206
Cl 4.3254 -1.7470 -0.1053 0.311 0.126 -0.529 -0.058
Cl 7.0575 -2.5143 0.1823 0.050 -0.091 -0.092 -0.040
Cl 5.0185 -4.5505 0.0631 -0.050 0.042 0.015 -0.114
Cl 5.6774 -3.0452 -2.3095 0.038 0.035 0.407 0.021
C 7.0012 -3.3359 -6.2970 0.064 0.016 0.025 0.323
Cl 7.2460 -5.0757 -6.4777 0.091 0.231 0.248 -0.087
Cl 6.7321 -2.6154 -7.8872 -0.009 -0.005 0.015 -0.114
Cl 5.5903 -3.0448 -5.2730 -0.068 0.020 -0.379 -0.006
Cl 8.4264 -2.6078 -5.5500 -0.027 -0.004 -0.002 -0.106
C -0.2883 6.9861 -5.1485 -0.065 -0.119 0.102 0.235
Cl -0.1853 5.4971 -6.1037 0.238 0.498 0.066 -0.077
Cl 1.2897 7.7735 -5.1021 -0.235 0.040 -0.116 0.037
Cl -1.4813 8.0698 -5.8823 0.142 0.023 -0.034 -0.128
Cl -0.7936 6.5558 -3.5181 0.235 0.202 -0.258 -0.066
C -4.9141 -4.9710 9.8969 0.019 -0.012 0.029 0.314
Cl -4.9195 -4.8152 11.6556 -0.002 -0.003 -0.019 -0.097
Cl -5.6142 -6.5288 9.4410 -0.005 -0.001 -0.003 -0.099
Cl -5.8719 -3.6664 9.1875 0.012 -0.023 0.015 -0.107
Cl -3.2522 -4.8826 9.3042 0.015 -0.096 0.058 -0.020
C 8.0539 0.9240 2.5101 0.125 0.040 0.060 0.319
Cl 6.6701 1.0263 1.4189 0.015 -0.058 0.055 -0.064
Cl 9.2028 2.2109 2.1293 -0.011 0.017 -0.035 -0.102
Cl 7.5100 1.1128 4.1825 0.054 -0.066 -0.266 -0.050
Cl 8.8631 -0.6415 2.3166 -0.042 0.084 0.085 -0.110
C 3.7442 2.4725 6.1051 -0.013 0.054 0.025 0.295
Cl 5.1850 1.4730 6.3687 -0.202 -0.021 0.133 -0.096
Cl 3.0911 2.9686 7.6704 0.020 0.023 0.019 -0.108
Cl 4.1957 3.9042 5.1729 0.003 -0.037 -0.002 -0.103
Cl 2.5228 1.5519 5.2335 0.032 -0.088 -0.051 0.007
C 4.6604 8.1152 -3.3798 -0.042 0.022 0.032 0.220
Cl 4.2509 6.6595 -4.2989 0.233 0.446 0.264 0.052
Cl 3.5028 8.3240 -2.0636 0.013 -0.018 -0.022 -0.072
Cl 6.2893 7.9522 -2.7178 -0.013 0.009 -0.018 -0.117
Cl 4.5941 9.5130 -4.4580 0.018 -0.051 0.047 -0.025
C -0.9562 1.4081 -8.0458 -0.067 0.077 0.004 0.271
Cl -0.8127 2.9928 -7.2771 -0.175 -0.439 -0.212 -0.004
Cl -2.4814 0.6605 -7.5181 0.119 0.178 -0.240 -0.119
Cl -0.9775 1.5891 -9.8018 -0.027 0.020 0.020 -0.099
Cl 0.4237 0.4165 -7.5815 -0.114 -0.137 -0.057 -0.025
C 5.8423 -8.2348 -9.4917 -0.022 0.037 -0.066 0.340
Cl 7.1881 -8.8410 -10.4631 -0.010 0.004 0.008 -0.100
Cl 6.2119 -6.6030 -8.9233 -0.101 -0.258 -0.217 -0.027
Cl 4.3736 -8.2034 -10.4742 0.019 -0.001 0.013 -0.104
Cl 5.5966 -9.2952 -8.0999 0.001 0.003 -0.003 -0.107
C 4.6033 2.2388 -5.4880 -0.079 -0.040 -0.015 0.094
Cl 4.2880 3.9618 -5.2371 0.072 -0.535 -0.156 -0.049
Cl 3.1510 1.4741 -6.1414 0.070 0.055 0.032 0.048
Cl 5.9429 2.0402 -6.6217 -0.016 0.000 0.010 -0.110
Cl 5.0208 1.4906 -3.9436 0.010 -0.020 -0.001 -0.046
C 1.0680 -5.5166 8.7727 -0.039 -0.055 0.017 0.264
Cl 1.0588 -5.3502 10.5323 -0.003 0.004 -0.016 -0.103
Cl 0.3154 -7.0497 8.3256 0.018 0.009 0.003 -0.034
Cl 0.1478 -4.1889 8.0548 -0.027 0.081 -0.038 -0.021
Cl 2.7293 -5.4720 8.1820 -0.016 0.004 -0.007 -0.099
C -6.3221 7.9797 -4.9889 0.034 -0.017 -0.001 0.248
Cl -6.7499 9.4187 -5.9201 -0.002 -0.011 0.006 -0.106
Cl -4.5702 7.7557 -5.0245 -0.124 -0.007 0.043 0.039
Cl -6.8612 8.1786 -3.3179 0.013 -0.008 0.014 -0.098
Cl -7.1097 6.5644 -5.6957 -0.002 0.003 0.006 -0.104
C -2.0270 -10.4907 9.2406 -0.014 0.019 0.012 0.308
Cl -3.0271 -9.0767 9.5912 0.011 0.009 -0.012 -0.023
Cl -0.4011 -10.2340 9.8802 -0.007 -0.028 0.015 -0.088
Cl -2.7404 -11.9204 9.9932 0.007 0.013 -0.009 -0.106
Cl -1.9374 -10.7264 7.4914 0.002 0.008 0.003 -0.099
C 5.9354 9.9710 -8.3970 0.014 -0.068 0.033 0.347
Cl 5.7130 8.2660 -7.9922 -0.002 0.014 0.005 -0.058
Cl 5.6672 10.2096 -10.1260 0.000 0.001 0.019 -0.100
Cl 4.7774 10.9436 -7.4824 -0.031 0.097 -0.097 -0.103
Cl 7.5780 10.4674 -7.9792 -0.014 -0.003 0.000 -0.097
C -0.6976 -2.4576 -4.3440 0.057 0.247 0.247 0.116
Cl -1.3280 -2.1447 -2.7233 0.493 -0.058 -1.349 0.122
Cl 1.0156 -2.0179 -4.4024 0.119 -0.002 -0.078 -0.078
Cl -0.8796 -4.1745 -4.7265 -0.002 -0.041 -0.003 -0.138
Cl -1.5815 -1.4895 -5.5276 0.029 -0.196 0.148 -0.030
```
Forces are in eV/Å.

Summary:
Gap between HOMO and LUMO (eV): 9.02
F_max (eV/A): 2.38
Net charge: 0
LUMO energy (eV): -0.2
DFT total energy (eV): -810681.9340